# 1
DFT (ωB97M-V/def2-TZVPD) results for a cluster of 2 separate species, C42H37BF6N2O2S in total.

Results
* LUMO level: -2.05 eV
* max |F|: 4.240 eV/Å
* charge: 0
* energy relative to the best compared isomer or geometry (same formula, charge and spin): 47.7 kcal/mol
* E_HOMO: -6.628 eV

Last column: Mulliken charge in e.
Positions of all 91 atoms, in Å:
C -5.54017 3.49268 -4.87447  -1.3203
C -4.61194 3.15960 -3.76739  0.6372
C -4.17801 3.96701 -2.74075  -0.7511
C -3.26119 3.31442 -1.86441  -1.0291
C -3.06554 1.98979 -2.20492  0.4248
B -1.87696 0.81553 -1.72046  1.7244
C -3.05520 0.63046 -0.62957  1.1145
C -4.02876 -0.36861 -0.77737  -1.3227
C -5.08367 -0.45538 0.12371  0.1312
C -6.23917 -1.37588 -0.16339  0.8357
F -6.95876 -1.69722 0.95560  -0.2871
F -7.12185 -0.78560 -1.04348  -0.2597
F -5.84149 -2.55550 -0.73073  -0.2726
C -5.14164 0.34719 1.25559  -1.0797
C -4.12830 1.27773 1.43866  0.2505
C -4.12946 2.19783 2.62665  0.6833
F -2.92834 2.16045 3.30301  -0.1922
F -4.31024 3.50560 2.23735  -0.2901
F -5.09697 1.90825 3.54185  -0.3109
C -3.10424 1.42898 0.51466  -1.1968
O -1.80788 -0.15474 -2.76631  -0.8044
C -1.00055 0.47888 -3.79730  -0.6473
C -0.48637 1.80951 -3.21945  -0.6219
O -0.82561 1.79767 -1.81521  -0.6071
S -3.94977 1.55328 -3.60673  -0.3455
H -5.83661 4.53682 -4.77272  0.3692
H -5.05465 3.33509 -5.84231  0.2610
H -6.42054 2.84532 -4.81609  0.2828
H -4.51881 5.00100 -2.63490  0.3210
H -2.82020 3.77578 -0.98394  0.4811
H -3.99505 -1.05010 -1.62822  0.5649
H -5.95819 0.26082 1.96796  0.5747
H -2.36010 2.21200 0.66080  0.6522
H -0.16811 -0.20363 -4.01656  0.2717
H -1.62099 0.64010 -4.69620  0.3856
H 0.60186 1.90341 -3.30779  0.5429
H -0.98244 2.66837 -3.70751  0.3678
C 5.61133 -0.49161 -2.87191  -1.3576
N 4.59363 -1.53503 -2.91785  0.0975
C 5.01288 -2.85080 -3.17906  0.7181
C 6.30301 -3.26302 -2.76153  -0.5197
C 6.74666 -4.56106 -3.01506  -0.7404
C 5.94902 -5.45290 -3.75012  -0.4380
C 4.72100 -5.01363 -4.26683  -0.6613
C 4.23384 -3.73881 -3.95797  -0.3192
C 3.29857 -1.15904 -2.58206  1.4658
C 2.26652 -2.08760 -2.29295  -0.9542
C 1.08556 -1.68641 -1.68694  -1.1867
C 0.87176 -0.34983 -1.30998  0.4142
C -0.25818 0.00172 -0.44118  -0.4326
C 0.07608 0.40342 0.91983  0.2574
C -0.78735 0.11157 2.00445  -0.1217
C -0.41858 0.32592 3.31860  -1.4641
C 0.85966 0.84486 3.64610  0.0993
N 1.33322 0.99016 4.95688  0.0097
C 2.27406 2.07787 5.20927  -1.4986
C 1.19558 0.03990 5.96848  0.8730
C 1.81372 0.27150 7.22560  -0.4529
C 1.77894 -0.69761 8.22979  -0.7290
C 1.12249 -1.91426 8.01583  -0.4678
C 0.49235 -2.15523 6.78395  -0.8147
C 0.54654 -1.19664 5.76322  -0.1958
C 1.70092 1.19973 2.57071  -1.0218
C 1.35155 0.92023 1.26892  -0.4264
C 1.85166 0.58730 -1.69561  -0.9988
C 3.02529 0.20357 -2.31118  -1.0255
H 5.35575 0.31118 -3.57540  0.3101
H 5.70651 -0.06456 -1.86202  0.3746
H 6.57003 -0.91552 -3.17540  0.5107
H 6.95428 -2.56640 -2.23129  0.3907
H 7.72351 -4.86740 -2.63652  0.3581
H 6.29393 -6.47204 -3.92680  0.3660
H 4.13482 -5.67185 -4.91466  0.3545
H 3.26091 -3.42382 -4.33244  0.5805
H 2.39855 -3.13452 -2.54390  0.6703
H 0.30870 -2.41636 -1.45648  0.4624
H -1.08715 -0.71380 -0.47811  0.5036
H -1.76131 -0.32704 1.79839  0.7971
H -1.11924 0.10823 4.12308  0.8927
H 1.91965 2.66565 6.06329  0.3840
H 3.27706 1.68010 5.41859  0.4822
H 2.32176 2.72251 4.33274  0.4719
H 2.34471 1.20504 7.41320  0.3053
H 2.26843 -0.49319 9.18311  0.3679
H 1.10517 -2.66935 8.80084  0.3614
H -0.03747 -3.08416 6.61055  0.3741
H 0.09144 -1.42548 4.80311  0.6123
H 2.67656 1.65474 2.76429  0.5538
H 2.10728 1.08770 0.51712  0.5314
H 1.69030 1.64494 -1.47232  1.0660
H 3.75001 0.97419 -2.56199  0.2729

=====

# 2
DFT (ωB97M-V/def2-TZVPD) results for a cluster of 5 separate species, C16H42BrN2O12S4 in total.

Results
* LUMO level: -4.76 eV
* max |F|: 0.820 eV/Å
* charge: +1
* E_HOMO: -12.009 eV

Last column: Mulliken charge in e.
Positions of all 77 atoms, in Å:
Br 1.86110 -1.78130 -4.93905  0.1840
N 1.56861 -0.50361 -6.31771  -0.0137
C 1.70113 -1.10537 -7.68750  -0.4547
C 3.14236 -1.16523 -8.19855  -0.8525
N 3.99314 -0.05250 -7.82666  -0.2647
C 3.83632 0.41343 -6.47160  -0.7382
C 2.40051 0.72806 -6.11602  -0.5321
H 0.58566 -0.24657 -6.20242  0.2823
H 1.31883 -2.11538 -7.61151  0.3480
H 1.02410 -0.58578 -8.35516  0.4529
H 3.06850 -1.15978 -9.27901  0.4148
H 3.59841 -2.11012 -7.91590  0.3300
H 3.95715 0.69816 -8.50151  0.3136
H 4.23165 -0.33616 -5.78910  0.3456
H 4.42828 1.31232 -6.34330  0.4194
H 1.99641 1.53490 -6.71602  0.3917
H 2.33827 1.00380 -5.07034  0.4102
O -1.72883 -1.36038 -6.88202  -0.6532
S -2.53135 -2.23600 -6.06275  1.1037
O -3.56461 -3.02301 -6.64584  -0.6080
O -3.12848 -1.37667 -4.86228  -0.1030
C -3.87793 -0.18268 -5.19771  -0.3528
C -5.28476 -0.49399 -5.66344  -1.1464
C -1.45300 -3.24805 -5.11944  -0.7039
H -3.32814 0.39803 -5.94050  0.3319
H -3.90621 0.40003 -4.27818  0.2955
H -5.28096 -1.00460 -6.62517  0.3063
H -5.85287 0.42967 -5.76880  0.4041
H -5.78918 -1.14036 -4.94651  0.2970
H -0.71606 -2.57749 -4.70392  -0.0921
H -0.99309 -3.95440 -5.80845  0.5009
H -2.00526 -3.77555 -4.34678  0.3460
O -3.40108 -2.38829 -0.65977  -0.6768
S -2.03163 -2.25240 -1.04196  1.2618
O -1.42626 -3.23050 -1.90010  -0.6061
O -1.13864 -2.06100 0.25023  -0.2503
C -1.28810 -3.01675 1.33145  -0.0752
C -0.58323 -4.32663 1.04291  -1.1099
C -1.76431 -0.65117 -1.72475  -0.4380
H -2.34518 -3.17501 1.54672  0.3118
H -0.84543 -2.54786 2.20484  0.0503
H -1.06425 -4.86977 0.22966  0.3298
H -0.59988 -4.95672 1.93116  0.3927
H 0.45253 -4.14781 0.75391  0.2836
H -2.19170 0.08910 -1.05467  0.4004
H -2.26498 -0.63362 -2.69086  -0.1494
H -0.69461 -0.49858 -1.84437  0.2966
O -1.06345 -2.40214 4.70282  -0.6516
S -1.54933 -1.13179 5.15994  1.3204
O -1.30349 0.05384 4.39853  -0.6195
O -1.07143 -0.91156 6.65841  -0.3038
C 0.33874 -1.06074 6.94247  -0.4049
C 1.15294 0.13727 6.49775  -0.8732
C -3.27278 -1.25587 5.49447  -0.9812
H 0.70573 -1.98383 6.49154  0.3307
H 0.39557 -1.18090 8.02206  0.2888
H 1.17558 0.21979 5.41201  0.2797
H 2.17874 0.04635 6.85345  0.4287
H 0.72789 1.06157 6.88677  0.1843
H -3.44820 -2.13795 6.10321  0.3167
H -3.77825 -1.34577 4.53562  0.3671
H -3.59294 -0.35356 6.00753  0.3355
O 2.19337 3.71169 6.29568  -0.5960
S 1.78181 5.01095 6.73561  1.1965
O 2.09571 6.16483 5.95268  -0.6134
O 2.29281 5.22937 8.22756  -0.2705
C 3.69277 5.00009 8.49428  -0.3304
C 4.56745 6.14850 8.03274  -0.9892
C 0.05819 5.00218 7.09246  -0.9817
H 4.00034 4.05540 8.04345  0.3167
H 3.75779 4.88511 9.57416  0.2762
H 4.57994 6.22649 6.94654  0.2993
H 5.59044 5.99730 8.37701  0.3846
H 4.19712 7.09385 8.42793  0.2678
H -0.16517 4.14465 7.72039  0.3107
H -0.46252 4.92578 6.14085  0.3762
H -0.19834 5.93268 7.59084  0.3519

=====

# 3
DFT (ωB97M-V/def2-TZVPD) results for an isolated molecule of C4H8O.

Results
* LUMO level: 1.06 eV
* max |F|: 1.665 eV/Å
* SMILES: C[C@H]1C[C@H]1O
* charge: 0
* energy relative to the best compared isomer or geometry (same formula, charge and spin): 60.7 kcal/mol
* E_HOMO: -8.721 eV

Last column: Mulliken charge in e.
Positions of all 13 atoms, in Å:
C 0.51639 -1.39654 -0.49040  -1.3352
C 0.00832 -0.00252 -0.60004  0.6121
C -1.18492 0.49623 0.12525  -1.0244
C 0.44093 1.12232 0.24568  -0.2773
O 0.83381 1.12806 1.57986  -0.5156
H 1.51444 -1.44449 -0.93464  0.3374
H -0.15448 -2.06859 -1.02873  0.3389
H 0.58683 -1.71621 0.55251  0.2866
H -0.02045 0.37978 -1.61460  0.3181
H -1.62325 -0.25877 0.82774  0.3319
H -2.00077 1.02562 -0.35457  0.2467
H 1.07248 1.86029 -0.31004  0.3237
H 0.01067 0.87482 2.00198  0.3570

=====

# 4
DFT (ωB97M-V/def2-TZVPD) results for a structure of composition C12H13N11O5SW.

Results
* LUMO level: -11.26 eV
* max |F|: 7.027 eV/Å
* charge: +2
* energy relative to the best compared isomer or geometry (same formula, charge and spin): 46.7 kcal/mol
* E_HOMO: -13.229 eV

Last column: Mulliken charge in e.
Positions of all 43 atoms, in Å:
W 7.35986 6.31754 7.63960  1.6102
O 13.09428 5.77527 18.09534  -0.4107
C 12.49519 6.36964 17.20509  0.4651
C 11.08208 6.46746 16.74699  0.3825
O 10.13575 5.81810 17.17664  -0.4230
C 10.96998 7.69920 15.88851  0.4598
C 12.32132 8.07194 15.30483  0.3769
O 12.63594 8.95422 14.52322  -0.4498
C 13.27758 7.05654 16.06851  0.4815
O 14.39154 6.75991 15.69768  -0.4202
O 9.92890 8.30659 15.69162  -0.4621
N 10.76796 6.47350 6.96896  -0.0586
C 9.97798 7.58153 7.08780  0.2621
N 10.38416 8.68445 7.67963  -0.2471
N 9.23516 9.47700 7.72218  -0.3062
N 8.25691 8.88523 7.04825  -0.1255
N 8.62816 7.62243 6.72911  0.0398
C 10.25531 5.20050 7.15974  0.2575
N 10.90275 4.16454 6.68802  -0.3383
N 9.92859 3.10111 6.90026  -0.3818
N 8.78399 3.61775 7.05295  -0.0983
N 8.96460 4.93058 7.40816  -0.0584
H 11.74488 6.56899 6.82150  0.2734
C 4.84926 5.86462 4.21470  -0.8507
N 5.36223 6.57808 5.39330  0.0569
C 5.55423 8.02211 5.38043  -0.9571
C 5.88167 5.83261 6.37442  0.2326
S 7.19143 7.05104 9.70266  0.0942
N 5.28552 4.68988 6.79620  -0.0089
C 6.05485 3.86421 7.75113  -0.7395
C 3.82881 4.63543 6.92033  -1.0981
H 5.66254 5.30207 3.74682  0.3358
H 4.41484 6.59836 3.49890  0.3822
H 4.04090 5.15090 4.51846  0.3065
H 4.59694 8.52554 5.13813  0.3818
H 6.34660 8.29982 4.62207  0.3632
H 5.93141 8.31190 6.34288  0.3862
H 6.91077 4.52043 8.18373  0.3307
H 6.46312 2.97688 7.34646  0.3269
H 5.42508 3.64042 8.61037  0.4166
H 3.58728 5.08238 7.91873  0.3922
H 3.57463 3.58208 6.98904  0.4336
H 3.28038 5.09817 6.09346  0.3859